(1)
This record from the Open Molecules 2025 dataset describes a 2-piece molecular cluster, C8H14O3 overall. The level of theory is the ωB97M-V functional and the def2-TZVPD basis.

Element x y z (Å)
C 2.075 -2.097 -1.126
C 1.255 -1.744 -0.306
C 0.238 -1.351 0.699
O 0.632 -1.869 1.958
C -0.362 -2.202 2.917
C 0.301 -2.187 4.301
H 2.797 -2.409 -1.842
H -0.735 -1.722 0.364
H 0.182 -0.247 0.759
H -1.219 -1.536 2.884
H -0.749 -3.215 2.733
H -0.281 -2.696 5.065
H 1.253 -2.717 4.219
H 0.575 -1.178 4.615
C -1.135 2.029 -3.309
C 0.120 1.663 -2.498
O 0.578 2.905 -2.044
C -0.590 3.596 -1.751
O -1.518 3.313 -2.796
H -0.866 2.140 -4.372
H -1.942 1.295 -3.187
H 0.912 1.223 -3.110
H -0.130 1.023 -1.649
H -0.367 4.677 -1.751
H -1.026 3.306 -0.773

electronic energy: -14661.7976 eV
structure (SMILES): C#CCOCC.C1COCO1
HOMO-LUMO gap: 10.63 eV

(2)
This record from the Open Molecules 2025 dataset describes the molecule C21H27NO7. The level of theory is the ωB97M-V functional and the def2-TZVPD basis.

Element x y z (Å)
O 0.965 0.590 2.325
C 1.673 0.119 1.448
C 1.256 0.260 0.017
C 0.481 1.285 -0.338
C -0.007 1.520 -1.736
C -1.496 1.802 -1.699
C -2.435 0.783 -1.699
C -3.803 1.038 -1.620
C -4.194 2.351 -1.539
C -3.256 3.384 -1.534
C -1.909 3.137 -1.612
O -3.905 4.588 -1.450
C -5.281 4.281 -1.396
O -5.455 2.882 -1.457
C 0.433 0.377 -2.670
C 0.731 -0.932 -1.930
O -0.462 -1.506 -1.518
C -0.413 -2.850 -1.063
C -0.024 -2.992 0.411
C -0.929 -2.183 1.342
C -2.375 -2.678 1.395
O -3.110 -2.433 0.220
O 1.636 -0.733 -0.859
N 2.804 -0.565 1.738
C 3.895 -0.870 0.841
C 5.099 0.014 1.199
O 5.480 -0.157 2.543
C 4.417 0.158 3.416
C 3.192 -0.714 3.129
H 0.193 1.998 0.417
H 0.475 2.440 -2.091
H -2.098 -0.238 -1.764
H -4.526 0.239 -1.624
H -1.200 3.949 -1.605
H -5.798 4.754 -2.246
H -5.708 4.665 -0.455
H 1.353 0.667 -3.181
H -0.332 0.181 -3.420
H 1.276 -1.627 -2.596
H 0.284 -3.423 -1.691
H -1.427 -3.226 -1.212
H -0.080 -4.052 0.669
H 1.008 -2.664 0.547
H -0.926 -1.136 1.028
H -0.518 -2.222 2.352
H -2.405 -3.762 1.540
H -2.876 -2.203 2.252
H -3.001 -1.503 -0.014
H 3.605 -0.708 -0.193
H 4.171 -1.922 0.978
H 5.967 -0.258 0.598
H 4.840 1.069 1.012
H 4.789 -0.017 4.426
H 4.141 1.218 3.306
H 2.350 -0.410 3.752
H 3.436 -1.765 3.311

electronic energy: -38036.3675 eV
structure (SMILES): O=C(C1=C[C@H](c2ccc3c(c2)OCO3)C[C@H](OCCCCO)O1)N1CCOCC1
HOMO-LUMO gap: 8.71 eV

(3)
This record from the Open Molecules 2025 dataset describes C19H23BrCrN3O4S as an isolated structure. The level of theory is the ωB97M-V functional and the def2-TZVPD basis.

Element x y z (Å)
Cr 0.175 0.629 -0.383
C 1.889 -0.529 1.698
C 1.266 0.661 2.399
N 0.052 1.098 1.656
C -0.241 2.553 1.794
C 0.794 3.409 1.065
S 1.412 2.646 -0.484
C 3.053 1.997 -0.006
C 3.178 0.497 -0.232
N 1.993 -0.290 0.222
H 1.252 -1.408 1.821
H 2.868 -0.766 2.118
H 1.954 1.501 2.455
H 1.012 0.397 3.427
H -0.757 0.591 2.014
H -0.271 2.838 2.847
H -1.224 2.720 1.365
H 1.676 3.633 1.663
H 0.349 4.359 0.778
H 3.235 2.288 1.026
H 3.785 2.514 -0.623
H 4.078 0.132 0.267
H 3.290 0.297 -1.298
H 2.100 -1.212 -0.193
Br 2.428 -2.362 -4.815
C 1.285 -1.004 -4.243
C 0.562 -0.230 -5.142
C -0.271 0.755 -4.644
C -0.364 0.950 -3.280
N 0.345 0.204 -2.411
C 1.151 -0.761 -2.895
H 0.649 -0.403 -6.207
H -0.859 1.375 -5.307
H -1.015 1.699 -2.853
H 1.687 -1.381 -2.191
O -3.672 1.639 -0.637
C -2.725 0.990 -0.323
O -1.461 1.402 -0.641
C -2.776 -0.305 0.411
C -3.888 -0.628 1.163
C -3.954 -1.821 1.904
C -2.871 -2.657 1.850
O -2.711 -3.863 2.443
C -1.428 -4.359 2.047
O -0.831 -3.349 1.185
C -1.745 -2.358 1.099
C -1.689 -1.206 0.369
H -4.718 0.066 1.169
H -4.827 -2.075 2.489
H -1.550 -5.278 1.480
H -0.802 -4.490 2.925
H -0.866 -1.107 -0.340

electronic energy: -142022.6796 eV
total charge: +2
HOMO-LUMO gap (spin up / spin down): 6.41 / 7.12 eV
multiplicity: 4

- Which value of electronic energy does entry 3 give?
  -142022.6796 eV

- The highest electronic energy belongs to which entry?
  C8H14O3

- Which of these has the lowest electronic energy?
  C19H23BrCrN3O4S

- What is the electronic energy in the first record?
  -14661.7976 eV